No. 1
The following is a DFT calculation (ωB97M-V with the def2-TZVPD basis set) of a 2-piece molecular cluster, C3H9N2 overall at a distorted geometry.

Structure (ORCA input):
```
! RIJCOSX wB97M-V def2-TZVPD def2/J DEFGRID3
* xyz 1 1
C 0.64657 1.53068 0.24477
C -1.46689 -0.74559 0.41819
C 0.08842 -1.17090 -1.35899
N -0.16062 -0.87109 0.00062
N 1.57125 1.77509 1.05088
H -0.04843 2.30860 0.13468
H -1.44041 -0.10761 1.28858
H -2.20131 -0.73761 -0.27303
H -1.70402 -1.77312 0.72577
H -0.65203 -0.75901 -1.97605
H 1.12306 -0.89125 -1.78323
H 0.07133 -2.22041 -1.41617
H 1.92193 2.60607 1.50083
H 2.25115 1.05616 1.44313
*
```

Lowest unoccupied orbital energy (spin up / spin down), eV: -5.4 / -6.4
Kohn-Sham gap (spin up / spin down), eV: 8.96 / 7.21
Energy relative to the best compared isomer or geometry (same formula, charge and spin), kJ/mol: 615.4

natural (NBO) atomic charge list, values in e, 2 entries: number 1, C, carries 0.248; number 2, C, carries -0.499

***

No. 2
The following is a DFT calculation (ωB97M-V with the def2-TZVPD basis set) of C20H22AsBeCl2CsF11MgN3NaO7PS as an isolated structure at a distorted geometry.

Structure (ORCA input):
```
! RIJCOSX wB97M-V def2-TZVPD def2/J DEFGRID3
* xyz 2 1
O -3.32784 2.67668 3.12786
S -3.33910 2.73995 1.71916
O -3.81835 3.92711 1.10930
N -1.82418 2.34643 1.04580
C -1.30051 3.11633 0.06451
C -0.13788 2.75526 -0.54676
C 0.51798 1.58826 -0.15512
C 1.68572 1.08304 -0.85195
C 1.80215 1.32380 -2.22203
C 2.85733 0.85419 -2.92204
N 3.81635 0.15901 -2.29373
C 3.73164 -0.09017 -1.00716
C 2.65749 0.32996 -0.22990
C -0.01897 0.85460 0.90242
C -1.18202 1.24163 1.48574
C -4.40110 1.35105 1.08415
F -5.66058 1.68588 1.27724
F -4.12668 0.26893 1.81995
C -4.15863 1.00526 -0.41614
F -3.22383 0.06175 -0.49902
F -5.27472 0.53575 -0.98096
F -3.74456 2.06055 -1.10354
H -1.87443 3.98696 -0.19087
H 0.21732 3.36265 -1.35533
H 1.05857 1.87865 -2.76036
H 2.93308 1.02248 -3.97751
H 4.60440 -0.18392 -2.81867
H 4.53740 -0.63937 -0.55902
H 2.63561 0.13778 0.82211
H 0.44612 -0.04397 1.25749
H -1.64233 0.67876 2.27566
F -1.21273 5.31795 4.37190
As 0.03907 4.39605 5.02866
F -0.89632 3.15398 5.68690
F 0.01503 5.27524 6.47268
F 1.57431 3.64552 5.60567
F 1.26350 5.62615 4.31811
F 0.23696 3.52398 3.54817
C -5.83058 -3.92163 -3.00422
C -4.92847 -2.83989 -2.41480
C -3.60060 -3.56523 -2.27103
O -3.55741 -4.54707 -3.32792
C -4.87701 -4.65816 -3.92964
H -6.70107 -3.53065 -3.52710
H -6.17818 -4.58667 -2.21313
H -4.82262 -2.00222 -3.13893
H -5.29028 -2.43517 -1.47139
H -3.53052 -4.09236 -1.31777
H -2.74012 -2.88901 -2.35951
H -4.83852 -4.18944 -4.91740
H -5.12944 -5.70819 -4.05318
O 5.56896 1.78772 0.59400
P 5.01155 3.09536 0.03655
O 3.64547 3.35832 0.65916
O 4.83139 2.94815 -1.47206
O 5.96122 4.23567 0.33732
Mg -5.27150 0.14861 -3.42241
Cs -1.36111 -4.21463 -4.14554
Cl 1.62592 -1.80613 -1.33238
Na 4.94503 5.70559 1.13648
N 3.56081 -5.31027 0.43057
C 4.10581 -4.23254 -0.21018
C 5.41053 -4.12484 0.19548
C 5.66103 -5.18165 1.11461
C 4.50191 -5.89544 1.23603
H 2.61576 -5.62503 0.32711
H 3.52624 -3.63524 -0.89389
H 6.11357 -3.37510 -0.12889
H 6.58575 -5.39184 1.62370
H 4.26660 -6.76562 1.82338
Cl 2.17505 7.04391 5.35864
Be 3.07956 3.18654 6.54500
*
```

Lowest unoccupied orbital energy, eV: -9.1
Kohn-Sham gap, eV: 1.70

Mulliken atomic charge list, values in e, 2 entries: number 1, O, carries -0.559; number 2, S, carries 1.133

***

No. 3
The following is a DFT calculation (ωB97M-V with the def2-TZVPD basis set) of a 2-piece molecular cluster, C3H5Br3OSi overall at a distorted geometry.

Structure (ORCA input):
```
! RIJCOSX wB97M-V def2-TZVPD def2/J DEFGRID3
* xyz 0 1
C -0.19836 -0.71239 0.84547
C 0.08484 -0.06017 -0.44525
C -0.29815 1.23149 -0.86549
O -1.00279 -1.01912 -0.30344
Si -3.15558 0.00903 -0.10038
Br -3.54678 -0.71579 1.97635
Br -4.24261 2.08709 -0.15638
Br -4.17684 -1.39566 -1.29726
H 0.45037 -1.49988 1.00486
H -0.64602 -0.41024 1.83421
H 1.01449 -0.59530 -0.91366
H -0.25023 1.43820 -1.87553
H -0.56839 2.08972 -0.28259
*
```

Lowest unoccupied orbital energy (spin up / spin down), eV: -1.3 / -0.9
Kohn-Sham gap (spin up / spin down), eV: 7.94 / 6.75

natural (NBO) atomic charge list, values in e, 2 entries: number 1, C, carries -0.113; number 2, C, carries -0.034

***

No. 4
The following is a DFT calculation (ωB97M-V with the def2-TZVPD basis set) of a 3-piece molecular cluster, C3H13NO2 overall at a distorted geometry.

Structure (ORCA input):
```
! RIJCOSX wB97M-V def2-TZVPD def2/J DEFGRID3
* xyz 0 1
C -0.02875 2.23872 0.24362
N 0.07094 0.71103 0.47214
C 0.18535 0.09236 1.97431
C -1.06308 0.03171 -0.05033
H 0.85057 2.73816 0.71846
H -0.87246 2.65649 0.95125
H -0.18778 2.50873 -0.82388
H 0.07270 -1.08290 2.09006
H 1.08596 0.60653 2.32479
H -0.56312 0.62686 2.51397
H -1.88033 0.70565 -0.14481
H -1.49037 -0.82408 0.49588
H -0.73412 -0.41649 -0.99767
O 0.25691 -3.93422 -1.22608
H -0.54877 -3.83448 -1.74386
H 0.07740 -4.73683 -0.70023
O 1.26083 0.62122 -2.24887
H 2.11092 0.60931 -2.56534
H 1.39720 0.68224 -1.28339
*
```

Lowest unoccupied orbital energy, eV: 0.8
Kohn-Sham gap, eV: 9.21
Energy relative to the best compared isomer or geometry (same formula, charge and spin), kJ/mol: 265.6

natural (NBO) atomic charge list, values in e, 2 entries: number 1, C, carries -0.438; number 2, N, carries -0.482

***

No. 5
The following is a DFT calculation (ωB97M-V with the def2-TZVPD basis set) of C4H3CsMgO as an isolated structure at a distorted geometry.

Structure (ORCA input):
```
! RIJCOSX wB97M-V def2-TZVPD def2/J DEFGRID3
* xyz 1 2
C -0.99082 -2.70307 2.47470
C -1.54291 -3.78315 2.29025
H -2.00622 -4.74902 2.15178
Cs -1.24315 -1.76006 -1.12811
O 1.00353 2.90866 0.12835
C 1.00813 2.64038 -1.11689
C 0.83550 1.40403 -1.70500
Mg 0.96931 1.41280 1.38967
H 0.59629 3.41211 -1.83885
H 1.37033 1.21732 -2.64590
*
```

Lowest unoccupied orbital energy (spin up / spin down), eV: -6.8 / -7.2
⟨S²⟩: 0.82
Kohn-Sham gap (spin up / spin down), eV: 4.11 / 4.04
Energy relative to the best compared isomer or geometry (same formula, charge and spin), kJ/mol: 0.0

natural (NBO) atomic charge list, values in e, 2 entries: number 1, C, carries -0.416; number 2, C, carries -0.552

***

No. 6
The following is a DFT calculation (ωB97M-V with the def2-TZVPD basis set) of C4H10O2 in the gas phase.

Structure (ORCA input):
```
! RIJCOSX wB97M-V def2-TZVPD def2/J DEFGRID3
* xyz 0 1
C -1.74570 0.23873 -1.03091
O -0.38840 0.57703 -0.73099
C 0.38139 -0.54579 -0.31315
C 1.86380 -0.19165 -0.20032
C -0.18327 -1.02917 1.05643
O -0.99119 -0.03651 1.65080
H -1.78649 -0.52465 -1.81743
H -2.30922 -0.13287 -0.16245
H -2.21823 1.16390 -1.36639
H 0.28016 -1.33670 -1.07583
H 2.28259 0.18650 -1.13880
H 2.41195 -1.10737 0.06315
H 2.05289 0.53998 0.59523
H -0.76999 -1.94602 0.91075
H 0.64657 -1.25540 1.73920
H -0.85267 0.75350 1.10053
*
```

Lowest unoccupied orbital energy, eV: 1.1
Kohn-Sham gap, eV: 11.00
Energy relative to the best compared isomer or geometry (same formula, charge and spin), kJ/mol: 127.4

natural (NBO) atomic charge list, values in e, 2 entries: number 1, C, carries -0.274; number 2, O, carries -0.550

***

Repeat the third record exactly.
The following is a DFT calculation (ωB97M-V with the def2-TZVPD basis set) of a 2-piece molecular cluster, C3H5Br3OSi overall at a distorted geometry.

Structure (ORCA input):
```
! RIJCOSX wB97M-V def2-TZVPD def2/J DEFGRID3
* xyz 0 1
C -0.19836 -0.71239 0.84547
C 0.08484 -0.06017 -0.44525
C -0.29815 1.23149 -0.86549
O -1.00279 -1.01912 -0.30344
Si -3.15558 0.00903 -0.10038
Br -3.54678 -0.71579 1.97635
Br -4.24261 2.08709 -0.15638
Br -4.17684 -1.39566 -1.29726
H 0.45037 -1.49988 1.00486
H -0.64602 -0.41024 1.83421
H 1.01449 -0.59530 -0.91366
H -0.25023 1.43820 -1.87553
H -0.56839 2.08972 -0.28259
*
```

Lowest unoccupied orbital energy (spin up / spin down), eV: -1.3 / -0.9
Kohn-Sham gap (spin up / spin down), eV: 7.94 / 6.75

natural (NBO) atomic charge list, values in e, 2 entries: number 1, C, carries -0.113; number 2, C, carries -0.034